(1)
Molecular formula: C4H7N3O
Method: DFT, ωB97M-V/def2-TZVPD

Computed properties:
**Spin multiplicity**: 1
**ΔE to the lowest compared entry with this formula, charge and spin**: 124.9 kcal/mol
**LUMO energy**: 0.60 eV

Atoms and positions in Å:
C1 1.28 0.38 -0.96
C2 0.00 -1.35 0.02
C3 -1.37 0.97 0.52
C4 -2.16 -0.24 1.30
H1 3.25 -0.70 -1.58
H2 3.41 1.09 -0.93
H3 -0.02 -2.58 0.32
H4 -0.84 1.90 0.95
H5 -1.71 0.87 -0.60
H6 -2.39 -0.17 2.46
H7 -3.03 -0.66 0.68
N1 2.67 0.32 -0.97
N2 0.92 -0.98 -0.76
N3 -0.76 -0.33 0.83
O1 0.75 1.49 -1.26

=====

(2)
Molecular formula: C32H48AsCaF6O24
Method: DFT, ωB97M-V/def2-TZVPD

Computed properties:
**Spin multiplicity**: 1
**Charge**: +1
**ΔE to the lowest compared entry with this formula, charge and spin**: 264.0 kcal/mol
**LUMO energy**: -9.08 eV

Atoms and positions in Å:
Ca1 1.23 -4.79 -4.08
As1 0.02 -0.23 0.70
F1 0.36 -1.49 -0.51
F2 1.00 -0.96 1.98
F3 -0.45 1.08 1.87
F4 -1.00 0.59 -0.53
F5 -1.43 -1.26 1.27
F6 1.43 0.78 0.13
C1 0.22 -6.42 6.00
C2 1.06 -5.59 5.06
C3 2.55 -5.74 5.27
O1 3.05 -5.97 3.97
C4 2.04 -5.92 3.08
O2 2.11 -5.79 1.86
O3 0.90 -6.05 3.76
H1 -0.82 -6.39 5.68
H2 0.25 -6.15 7.06
H3 0.57 -7.44 5.80
H4 0.68 -4.57 5.07
H5 2.91 -6.55 5.91
H6 3.07 -4.91 5.74
C5 -5.66 2.63 5.23
C6 -6.67 1.47 5.06
C7 -6.01 0.14 4.88
O4 -6.81 -0.74 5.59
C8 -7.49 -0.06 6.54
O5 -8.31 -0.51 7.30
O6 -7.36 1.27 6.31
H7 -5.15 2.65 4.27
H8 -4.90 2.51 6.00
H9 -6.12 3.59 5.45
H10 -7.51 1.65 4.39
H11 -5.01 0.09 5.31
H12 -5.92 -0.09 3.82
C9 0.80 3.54 -10.18
C10 1.42 3.50 -8.76
C11 0.54 4.02 -7.65
O7 0.46 2.95 -6.68
C12 0.93 1.79 -7.20
O8 0.81 0.64 -6.71
O9 1.61 2.10 -8.36
H13 -0.08 2.92 -10.39
H14 1.56 3.06 -10.80
H15 0.60 4.53 -10.57
H16 2.36 4.06 -8.77
H17 -0.39 4.28 -8.14
H18 1.01 4.90 -7.21
C13 -1.36 7.56 0.38
C14 0.11 7.17 0.35
C15 0.57 6.77 -1.05
O10 1.74 7.55 -1.24
C16 1.95 8.36 -0.27
O11 2.91 9.11 -0.27
O12 0.91 8.32 0.62
H19 -1.66 8.45 -0.17
H20 -1.61 8.03 1.33
H21 -1.97 6.67 0.22
H22 0.33 6.37 1.06
H23 -0.28 7.03 -1.68
H24 0.58 5.69 -1.19
C17 9.05 -5.72 0.54
C18 8.88 -4.36 -0.18
C19 9.53 -4.21 -1.56
O13 8.40 -3.71 -2.33
C20 7.24 -3.83 -1.62
O14 6.12 -3.76 -2.13
O15 7.48 -4.20 -0.36
H25 8.74 -6.58 -0.04
H26 8.39 -5.77 1.41
H27 10.10 -5.92 0.76
H28 9.35 -3.59 0.43
H29 10.01 -5.15 -1.83
H30 10.31 -3.44 -1.49
C21 6.91 0.53 2.88
C22 7.64 0.31 4.24
C23 6.91 -0.65 5.20
O16 7.97 -1.40 5.79
C24 9.01 -1.32 5.09
O17 10.03 -1.92 5.40
O18 8.86 -0.41 4.01
H31 6.08 1.23 2.88
H32 6.56 -0.44 2.53
H33 7.68 0.83 2.18
H34 7.93 1.23 4.75
H35 6.13 -1.24 4.73
H36 6.40 -0.10 5.98
C25 -6.43 -4.92 0.23
C26 -6.42 -4.50 -1.21
C27 -6.45 -2.98 -1.41
O19 -5.34 -2.75 -2.21
C28 -4.65 -3.85 -2.42
O20 -3.63 -3.92 -3.11
O21 -5.21 -4.86 -1.75
H37 -5.65 -4.43 0.80
H38 -6.24 -5.99 0.36
H39 -7.39 -4.64 0.67
H40 -7.23 -5.05 -1.69
H41 -6.47 -2.36 -0.52
H42 -7.34 -2.68 -1.96
C29 -7.68 2.49 -4.57
C30 -6.60 3.23 -3.74
C31 -5.26 3.39 -4.47
O22 -4.98 4.70 -4.32
C32 -5.99 5.39 -3.82
O23 -6.07 6.62 -3.80
O24 -7.02 4.54 -3.59
H43 -8.55 2.44 -3.91
H44 -7.32 1.50 -4.82
H45 -7.96 3.05 -5.47
H46 -6.56 2.93 -2.69
H47 -5.53 3.32 -5.52
H48 -4.44 2.72 -4.19

=====

(3)
Molecular formula: C38H67BF4NO15
Method: DFT, ωB97M-V/def2-TZVPD

Computed properties:
**Spin multiplicity**: 1
**Charge**: -1
**LUMO energy**: 1.63 eV

Atoms and positions in Å:
C1 -1.37 -5.85 2.53
C2 -0.88 -5.05 1.30
C3 0.39 -5.69 0.72
C4 1.03 -4.93 -0.45
C5 1.12 -3.40 -0.30
C6 2.36 -2.90 0.47
C7 2.32 -3.18 2.00
C8 2.25 -1.86 2.81
C9 0.76 -1.38 2.83
C10 0.63 0.13 2.60
C11 -0.87 0.54 2.51
B1 -1.37 0.98 1.00
C12 -0.72 -0.10 -0.08
N1 -1.43 -0.08 -1.39
C13 -1.06 2.55 0.60
C14 0.20 3.18 1.24
C15 1.51 2.87 0.47
C16 2.75 2.87 1.39
C17 3.82 1.82 0.97
O1 5.14 2.42 0.85
C18 5.97 2.07 1.87
C19 6.81 0.81 1.81
O2 6.06 2.77 2.81
O3 -2.88 0.78 0.83
C20 -3.62 1.22 1.92
C21 -5.11 1.40 1.46
C22 -5.22 1.49 -0.08
C23 -5.95 0.18 1.87
C24 -6.17 -0.01 3.41
C25 -5.37 -1.23 3.94
C26 -5.92 1.24 4.26
H1 -1.81 -5.20 3.29
H2 -0.49 -6.28 3.01
H3 -2.08 -6.63 2.26
H4 -0.68 -4.04 1.66
H5 -1.66 -4.93 0.55
H6 0.09 -6.68 0.35
H7 1.12 -5.88 1.52
H8 2.04 -5.34 -0.63
H9 0.44 -5.12 -1.36
H10 0.24 -2.94 0.13
H11 1.21 -2.99 -1.32
H12 2.35 -1.80 0.38
H13 3.29 -3.23 0.02
H14 3.18 -3.78 2.31
H15 1.40 -3.72 2.24
H16 2.52 -2.02 3.86
H17 2.88 -1.09 2.36
H18 0.33 -1.62 3.80
H19 0.17 -1.94 2.10
H20 1.05 0.58 3.52
H21 1.23 0.46 1.75
H22 -1.46 -0.31 2.89
H23 -1.06 1.35 3.24
H24 -0.91 -1.10 0.35
H25 0.37 0.01 -0.20
H26 -1.82 0.84 -1.57
H27 -2.23 -0.69 -1.27
H28 -0.89 2.56 -0.49
H29 -1.92 3.22 0.76
H30 0.09 4.27 1.15
H31 0.32 2.99 2.31
H32 1.66 3.68 -0.24
H33 1.45 1.93 -0.09
H34 2.47 2.60 2.41
H35 3.28 3.82 1.38
H36 3.90 1.03 1.73
H37 3.55 1.32 0.04
H38 6.72 0.32 0.85
H39 7.86 1.08 1.95
H40 6.57 0.13 2.63
H41 -3.24 2.18 2.31
H42 -3.65 0.47 2.73
H43 -5.54 2.33 1.83
H44 -5.02 0.50 -0.50
H45 -6.28 1.69 -0.29
H46 -4.55 2.23 -0.50
H47 -5.50 -0.74 1.47
H48 -6.95 0.28 1.42
H49 -7.22 -0.28 3.55
H50 -5.96 -2.15 3.90
H51 -5.08 -1.10 4.99
H52 -4.49 -1.42 3.33
H53 -6.36 2.13 3.80
H54 -6.44 1.10 5.21
H55 -4.86 1.43 4.44
C27 6.20 0.22 -2.79
C28 7.23 -0.85 -2.57
O4 6.93 -1.33 -1.27
C29 5.58 -1.13 -1.10
O5 4.92 -1.63 -0.25
O6 5.09 -0.28 -2.04
F1 8.49 -0.33 -2.56
H56 6.51 1.18 -2.38
H57 5.94 0.35 -3.83
H58 7.18 -1.67 -3.28
C30 7.16 -1.50 -7.73
C31 8.00 -1.02 -6.58
O7 7.20 -1.33 -5.46
C32 6.44 -2.42 -5.81
O8 5.86 -3.11 -5.04
O9 6.47 -2.61 -7.16
F2 8.19 0.32 -6.62
H59 6.44 -0.75 -8.06
H60 7.75 -1.81 -8.59
H61 8.97 -1.51 -6.49
C33 -1.79 1.25 -4.60
C34 -1.06 2.51 -4.22
O10 0.14 2.40 -4.97
C35 -0.16 1.67 -6.08
O11 0.53 1.61 -7.05
O12 -1.35 1.03 -5.94
F3 -0.77 2.53 -2.91
H62 -1.50 0.40 -3.97
H63 -2.87 1.36 -4.55
H64 -1.58 3.43 -4.49
C36 -9.44 4.86 0.54
C37 -8.27 4.49 1.41
O13 -7.37 3.89 0.50
C38 -7.62 4.46 -0.72
O14 -6.89 4.40 -1.66
O15 -8.81 5.13 -0.71
F4 -8.61 3.58 2.35
H65 -10.14 4.03 0.42
H66 -9.98 5.73 0.90
H67 -7.78 5.34 1.89

=====

(4)
Molecular formula: C45H116N6O19
Method: DFT, ωB97M-V/def2-TZVPD

Computed properties:
**Spin multiplicity**: 1
**LUMO energy**: 0.22 eV

Atoms and positions in Å:
C1 -3.52 4.41 0.01
O1 -2.92 4.33 -1.27
C2 -3.39 3.36 -2.19
C3 -4.88 3.58 -2.67
N1 -4.96 4.79 -3.42
C4 -6.39 5.09 -3.74
C5 -6.49 6.28 -4.70
O2 -7.82 6.56 -4.96
C6 -8.47 5.79 -5.91
H1 -4.59 4.62 0.02
H2 -3.08 5.27 0.52
H3 -3.25 3.59 0.67
H4 -3.25 2.38 -1.73
H5 -2.66 3.47 -2.99
H6 -5.51 3.55 -1.78
H7 -5.24 2.69 -3.18
H8 -4.50 5.54 -2.93
H9 -6.88 5.26 -2.79
H10 -6.90 4.28 -4.27
H11 -5.95 6.03 -5.61
H12 -6.18 7.23 -4.26
H13 -9.41 6.31 -6.11
H14 -8.78 4.81 -5.55
H15 -7.83 5.75 -6.79
C7 -0.22 -3.72 2.34
O3 0.75 -4.20 3.22
C8 1.23 -3.20 4.15
C9 0.40 -3.20 5.41
N2 0.36 -4.51 6.11
C10 1.64 -4.93 6.70
C11 2.23 -4.02 7.80
O4 3.07 -2.89 7.41
C12 3.54 -2.16 8.55
H16 -1.04 -3.19 2.81
H17 -0.69 -4.60 1.91
H18 0.20 -3.17 1.49
H19 1.25 -2.23 3.65
H20 2.28 -3.43 4.36
H21 -0.59 -2.86 5.11
H22 0.72 -2.39 6.06
H23 0.09 -5.20 5.42
H24 2.38 -5.04 5.92
H25 1.58 -5.98 7.02
H26 2.93 -4.53 8.46
H27 1.43 -3.67 8.44
H28 2.76 -1.82 9.23
H29 4.11 -1.27 8.31
H30 4.21 -2.83 9.09
C13 0.43 0.41 -7.66
O5 1.19 -0.42 -6.70
C14 0.19 -1.01 -5.77
C15 0.93 -2.10 -4.99
N3 0.11 -2.43 -3.83
C16 0.52 -3.59 -3.09
C17 -0.12 -3.58 -1.67
O6 0.23 -4.72 -0.99
C18 -0.53 -5.86 -1.43
H31 -0.27 1.13 -7.25
H32 -0.26 -0.23 -8.21
H33 1.08 0.93 -8.38
H34 -0.52 -1.52 -6.43
H35 -0.32 -0.31 -5.12
H36 1.89 -1.71 -4.66
H37 1.11 -2.94 -5.66
H38 0.18 -1.71 -3.12
H39 1.61 -3.63 -3.04
H40 0.15 -4.49 -3.59
H41 -1.20 -3.52 -1.73
H42 0.22 -2.72 -1.10
H43 -0.12 -6.77 -1.00
H44 -0.50 -5.96 -2.52
H45 -1.57 -5.81 -1.11
C19 7.29 0.48 8.80
O7 6.91 0.16 7.48
C20 5.80 0.91 6.96
C21 5.34 0.48 5.56
N4 3.95 0.75 5.44
C22 3.41 0.03 4.29
C23 2.15 0.71 3.79
O8 0.98 0.40 4.53
C24 -0.26 0.55 3.85
H46 7.76 1.45 8.93
H47 8.10 -0.23 8.99
H48 6.56 0.33 9.59
H49 6.08 1.96 6.89
H50 4.95 0.72 7.62
H51 5.50 -0.60 5.50
H52 5.82 1.06 4.77
H53 3.43 0.52 6.27
H54 3.27 -1.04 4.50
H55 4.13 0.10 3.47
H56 2.01 0.46 2.73
H57 2.37 1.78 3.78
H58 -0.38 -0.10 2.99
H59 -0.47 1.57 3.53
H60 -1.05 0.42 4.59
C25 6.84 1.34 0.20
O9 5.69 0.66 -0.16
C26 4.50 1.16 0.52
C27 3.39 0.21 0.06
N5 3.72 -1.08 0.62
C28 2.74 -2.04 0.23
C29 3.23 -3.50 0.67
O10 4.31 -3.81 -0.21
C30 4.90 -5.10 -0.03
H61 6.76 2.43 0.18
H62 7.65 0.96 -0.41
H63 7.13 1.15 1.23
H64 4.41 2.17 0.12
H65 4.51 1.11 1.61
H66 3.33 0.17 -1.03
H67 2.48 0.59 0.52
H68 4.62 -1.38 0.28
H69 2.58 -2.15 -0.84
H70 1.75 -1.85 0.63
H71 2.37 -4.14 0.45
H72 3.52 -3.55 1.72
H73 5.23 -5.28 0.99
H74 5.76 -5.32 -0.66
H75 4.22 -5.93 -0.20
C31 1.96 3.74 1.15
O11 1.05 2.76 0.63
C32 0.07 3.28 -0.29
C33 0.72 3.29 -1.70
N6 1.45 2.06 -2.13
C34 1.79 2.12 -3.55
C35 2.92 1.11 -3.81
O12 4.16 1.46 -3.18
C36 5.10 0.37 -3.20
H76 2.75 3.35 1.79
H77 1.45 4.54 1.69
H78 2.37 4.25 0.27
H79 -0.37 4.23 0.01
H80 -0.69 2.52 -0.42
H81 1.40 4.13 -1.71
H82 -0.04 3.51 -2.46
H83 2.31 2.05 -1.60
H84 2.15 3.10 -3.87
H85 0.91 1.79 -4.11
H86 3.12 0.80 -4.84
H87 2.69 0.13 -3.39
H88 6.10 0.69 -2.90
H89 5.28 -0.08 -4.17
H90 4.86 -0.39 -2.45
C37 -6.09 -1.82 -2.87
C38 -5.11 -1.63 -1.68
C39 -4.07 -2.80 -1.70
O13 -4.52 -0.33 -1.70
H91 -5.76 -1.38 -3.81
H92 -7.09 -1.45 -2.66
H93 -6.19 -2.88 -3.12
H94 -5.65 -1.77 -0.75
H95 -4.50 -3.79 -1.62
H96 -3.27 -2.71 -0.96
H97 -3.48 -2.76 -2.62
H98 -3.93 -0.25 -0.95
O14 -3.63 0.46 -4.19
C40 -4.41 0.97 -5.25
C41 -3.47 1.14 -6.46
O15 -4.29 1.55 -7.58
H99 -4.04 0.15 -3.38
H100 -5.26 0.29 -5.38
H101 -4.77 1.98 -5.10
H102 -2.89 0.23 -6.65
H103 -2.74 1.93 -6.30
H104 -3.77 1.74 -8.36
O16 -3.66 -0.09 3.13
C42 -4.08 1.28 3.01
C43 -5.38 1.40 2.29
O17 -5.91 2.75 2.52
H105 -4.26 -0.59 3.69
H106 -4.06 1.72 4.01
H107 -3.32 1.82 2.45
H108 -6.12 0.76 2.78
H109 -5.33 1.30 1.21
H110 -6.25 2.79 3.42
O18 -2.53 0.08 0.46
C44 -1.33 -0.51 -0.03
C45 -1.12 -0.10 -1.50
O19 0.19 -0.32 -1.96
H111 -2.61 -0.09 1.40
H112 -0.48 -0.26 0.61
H113 -1.39 -1.59 0.06
H114 -1.26 0.98 -1.60
H115 -1.81 -0.54 -2.21
H116 0.62 0.52 -2.09

=====

For the records above, the corresponding HOMO values read -9.0, -11.4, -4.3, -8.3 eV.
For the records above, the corresponding E_tot values read -395.9494, -6566.1780, -3095.8881, -3541.8167 Eh.